The following is a quantum chemistry calculation of a molecular structure, C29H29MgN4O4S4 in a non-equilibrium geometry, from the Open Molecules 2025 dataset.

The value obtained for the LUMO energy is 2.23 eV. The calculation puts the HOMO-LUMO gap at 6.23 eV.

Geometry as ORCA input:
```
! RIJCOSX wB97M-V def2-TZVPD def2/J DEFGRID3
* xyz -1 1
Mg 0.426 1.201 1.019
N 3.552 2.895 3.898
C 2.463 2.263 3.308
S 2.752 0.616 2.822
N 1.391 2.995 3.303
N 0.273 2.541 2.609
C -0.780 3.203 2.902
C -2.091 3.085 2.273
C -3.124 3.874 2.779
C -4.397 3.855 2.239
C -4.648 3.024 1.148
C -3.646 2.229 0.623
C -2.343 2.233 1.165
O -1.407 1.476 0.672
H 4.439 2.521 3.608
H 3.479 3.901 3.894
H -0.684 3.955 3.686
H -2.908 4.529 3.617
H -5.181 4.479 2.649
H -5.635 3.005 0.699
H -3.839 1.594 -0.233
O -0.005 -0.452 1.968
S 0.675 -1.613 2.655
C -0.508 -2.934 2.196
C -0.714 -3.079 0.678
C -2.116 -2.712 0.181
C -2.396 -1.215 0.098
S -1.505 -0.198 -1.148
O -0.021 -0.240 -0.851
C -1.663 -1.432 -2.461
C -0.581 -2.199 -2.858
C -0.727 -3.108 -3.900
C -1.949 -3.238 -4.548
C -3.025 -2.444 -4.165
C -2.879 -1.536 -3.126
C 2.020 -2.251 1.639
C 2.488 -1.585 0.519
C 3.509 -2.157 -0.229
C 4.061 -3.374 0.148
C 3.603 -4.021 1.290
C 2.583 -3.456 2.041
H -1.424 -2.620 2.701
H -0.155 -3.855 2.659
H -0.497 -4.110 0.392
H -0.002 -2.447 0.147
H -2.872 -3.141 0.849
H -2.263 -3.174 -0.795
H -2.152 -0.711 1.032
H -3.449 -1.030 -0.135
H 0.367 -2.072 -2.346
H 0.118 -3.709 -4.212
H -2.063 -3.947 -5.358
H -3.972 -2.524 -4.684
H -3.709 -0.901 -2.831
H 2.060 -0.634 0.229
H 3.874 -1.646 -1.111
H 4.854 -3.816 -0.443
H 4.039 -4.964 1.595
H 2.233 -3.951 2.941
O 1.772 2.040 0.037
N 1.945 2.411 -1.221
C 2.943 1.789 -1.890
C 3.255 2.083 -3.184
C 2.492 3.070 -3.830
C 1.481 3.688 -3.153
C 1.152 3.387 -1.796
S -0.085 4.147 -0.949
H 3.469 1.055 -1.297
H 4.067 1.564 -3.673
H 2.708 3.339 -4.858
H 0.873 4.448 -3.621
*
```


The following is a quantum chemistry calculation of a molecular structure, C29H29N7O4SeSn, from the Open Molecules 2025 dataset.

The relative energy (zero: lowest compared OMol25 entry of this formula, charge and spin) is 14.9 kJ/mol. The value obtained for the LUMO energy is -5.79 eV. The calculation puts the HOMO-LUMO gap at 7.72 eV.

Geometry as ORCA input:
```
! RIJCOSX wB97M-V def2-TZVPD def2/J DEFGRID3
* xyz 2 1
Sn -2.715 0.001 0.478
C -4.564 1.516 -3.135
C -4.664 1.693 -1.642
C -3.963 2.720 -1.000
C -4.107 2.951 0.361
C -4.933 2.133 1.123
C -5.632 1.101 0.502
C -5.499 0.888 -0.869
H -5.028 2.365 -3.641
H -5.071 0.612 -3.469
H -3.525 1.470 -3.459
H -3.328 3.372 -1.589
H -3.586 3.778 0.826
H -5.054 2.317 2.183
H -6.319 0.493 1.079
H -6.085 0.113 -1.353
N -3.757 -2.068 1.804
N -4.142 -3.125 0.964
C -3.860 -3.071 -0.356
N -4.247 -4.055 -1.143
N -3.197 -1.966 -0.720
N -2.917 -1.714 -2.036
O -3.236 -2.469 -2.926
O -2.383 -0.624 -2.205
H -2.971 -2.348 2.386
H -4.536 -1.821 2.408
H -4.592 -3.937 1.358
H -4.773 -4.839 -0.791
H -4.024 -4.001 -2.127
O -1.563 -0.474 2.508
C -0.399 -0.308 2.081
N 0.743 -0.281 2.751
C 1.891 -0.060 1.855
C 1.095 -0.005 0.541
O 1.686 0.152 -0.570
N -0.197 -0.125 0.716
C 2.572 1.276 2.197
C 3.010 1.457 3.507
C 3.615 2.641 3.889
C 3.794 3.663 2.963
C 3.373 3.483 1.658
C 2.762 2.295 1.271
C 2.877 -1.239 1.907
C 3.031 -1.941 3.099
C 3.963 -2.963 3.202
C 4.750 -3.301 2.111
C 4.600 -2.607 0.921
C 3.673 -1.578 0.816
H 0.799 -0.329 3.754
H 2.911 0.662 4.240
H 3.957 2.764 4.908
H 4.265 4.591 3.263
H 3.518 4.270 0.929
H 2.462 2.176 0.241
H 2.431 -1.710 3.971
H 4.074 -3.493 4.139
H 5.479 -4.097 2.192
H 5.210 -2.862 0.065
H 3.604 -1.032 -0.112
Se 0.671 0.169 -2.164
C 2.187 0.444 -3.226
C 2.712 1.729 -3.374
C 3.825 1.910 -4.176
C 4.384 0.823 -4.842
C 3.845 -0.450 -4.708
C 2.745 -0.651 -3.889
H 2.250 2.570 -2.872
H 4.248 2.899 -4.297
H 5.248 0.973 -5.476
H 4.284 -1.286 -5.235
H 2.321 -1.638 -3.764
*
```


The following is a quantum chemistry calculation of a molecular structure, C29H30As2BrIrNO2S in a non-equilibrium geometry, from the Open Molecules 2025 dataset.

The relative energy (zero: lowest compared OMol25 entry of this formula, charge and spin) is 55.1 kJ/mol. The value obtained for the LUMO energy (spin up / spin down) is 2.45 / 2.50 eV. The calculation puts the HOMO-LUMO gap (spin up / spin down) at 6.11 / 6.15 eV.

Geometry as ORCA input:
```
! RIJCOSX wB97M-V def2-TZVPD def2/J DEFGRID3
* xyz -1 1
Ir 0.146 -0.139 0.936
C 0.923 2.622 3.094
As -0.513 1.755 2.108
C -1.914 1.666 3.448
C -1.197 3.195 0.979
C -1.077 4.504 1.443
C -1.605 5.564 0.724
C -2.267 5.316 -0.470
C -2.387 4.015 -0.932
C -1.852 2.942 -0.223
As -1.922 1.095 -0.903
C -2.525 1.449 -2.742
C -3.694 0.642 -0.165
H 1.625 3.060 2.386
H 1.403 1.819 3.650
H 0.557 3.377 3.789
H -2.165 2.673 3.777
H -1.547 1.054 4.270
H -2.789 1.187 3.014
H -0.560 4.710 2.372
H -1.493 6.577 1.091
H -2.681 6.135 -1.046
H -2.893 3.840 -1.873
H -3.533 1.864 -2.789
H -2.495 0.496 -3.270
H -1.818 2.118 -3.231
H -4.405 1.455 -0.315
H -3.600 0.424 0.898
H -4.051 -0.257 -0.668
Br 3.652 -1.447 -1.860
C 3.745 -1.222 0.018
C 4.265 -2.256 0.781
C 4.417 -2.088 2.147
C 4.067 -0.884 2.738
C 3.530 0.130 1.966
C 3.334 -0.030 0.597
C 2.698 1.116 -0.177
O 3.400 1.929 -0.748
O 1.404 1.211 -0.102
H 4.546 -3.183 0.299
H 4.810 -2.900 2.746
H 4.187 -0.745 3.804
H 3.231 1.062 2.427
C -0.091 -1.118 -4.840
C -0.564 -2.269 -4.222
C -0.472 -2.437 -2.852
C 0.117 -1.462 -2.012
C 0.555 -0.287 -2.658
C 0.461 -0.134 -4.031
N 0.126 -1.624 -0.638
C 0.006 -2.950 -0.186
C 0.890 -3.947 -0.625
C 0.795 -5.246 -0.158
C -0.179 -5.600 0.767
C -1.061 -4.624 1.210
C -0.974 -3.323 0.740
H -0.159 -0.989 -5.913
H -1.024 -3.053 -4.814
H -0.871 -3.342 -2.414
H 0.983 0.511 -2.077
H 0.833 0.785 -4.471
H 1.661 -3.682 -1.339
H 1.501 -5.988 -0.515
H -0.244 -6.615 1.139
H -1.830 -4.874 1.932
H -1.662 -2.569 1.099
S 0.249 -1.016 2.889
*
```


The following is a quantum chemistry calculation of a molecular structure, C29H30BF4N2O5PPtSi in a non-equilibrium geometry, from the Open Molecules 2025 dataset.

The relative energy (zero: lowest compared OMol25 entry of this formula, charge and spin) is 0.0 kJ/mol. The value obtained for the LUMO energy (spin up / spin down) is -0.66 / -0.66 eV. The calculation puts the HOMO-LUMO gap (spin up / spin down) at 8.03 / 8.03 eV.

Geometry as ORCA input:
```
! RIJCOSX wB97M-V def2-TZVPD def2/J DEFGRID3
* xyz 0 1
Pt 0.175 0.727 -0.036
C 3.088 -1.564 1.512
C 1.873 -1.102 2.222
N 0.888 -0.382 1.722
C -0.035 -0.183 2.717
C 0.386 -0.816 3.849
N 1.588 -1.382 3.512
C -0.171 -1.040 5.209
O -1.336 -0.490 5.475
O 0.450 -1.719 5.991
C -1.261 0.604 2.434
O -2.120 0.768 3.289
O -1.357 1.085 1.233
H 3.087 -1.211 0.483
H 3.134 -2.653 1.502
H 3.986 -1.186 2.002
H 2.136 -1.924 4.165
H -1.703 0.012 4.688
O -0.531 2.891 -1.759
C -0.734 1.739 -1.506
C -1.738 0.988 -2.361
C -2.420 1.686 -3.361
C -3.316 1.013 -4.168
C -3.535 -0.354 -3.998
C -2.859 -1.054 -3.016
C -1.964 -0.380 -2.188
P -0.978 -1.152 -0.908
C -0.015 -2.436 -1.747
C 0.045 -3.759 -1.319
C 0.866 -4.663 -1.976
C 1.627 -4.254 -3.062
C 1.560 -2.939 -3.499
C 0.742 -2.033 -2.848
C -2.092 -1.908 0.298
C -3.445 -1.577 0.320
C -4.252 -2.004 1.364
C -3.718 -2.755 2.399
C -2.368 -3.080 2.392
C -1.557 -2.649 1.356
H -2.229 2.742 -3.488
H -3.849 1.548 -4.942
H -4.233 -0.872 -4.642
H -3.020 -2.119 -2.895
H -0.564 -4.102 -0.493
H 0.905 -5.691 -1.640
H 2.274 -4.960 -3.565
H 2.161 -2.606 -4.333
H 0.717 -1.005 -3.188
H -3.873 -0.975 -0.470
H -5.300 -1.738 1.371
H -4.347 -3.076 3.218
H -1.942 -3.657 3.203
H -0.498 -2.879 1.382
F 3.311 0.789 -3.028
B 3.276 0.406 -1.722
F 3.911 1.246 -0.846
F 3.596 -0.918 -1.518
F 1.770 0.492 -1.346
C 2.800 4.763 1.478
Si 1.472 4.116 0.293
C 2.163 4.279 -1.440
C -0.072 5.139 0.617
C 1.277 2.337 0.897
H 3.002 5.820 1.289
H 3.737 4.218 1.353
H 2.487 4.666 2.519
H 2.508 5.304 -1.597
H 1.431 4.045 -2.210
H 3.018 3.614 -1.571
H 0.141 6.201 0.476
H -0.401 5.006 1.651
H -0.896 4.871 -0.036
H 0.893 2.303 1.919
H 2.246 1.829 0.920
*
```


The following is a quantum chemistry calculation of a molecular structure, C29H30BrMoN4O2 in a non-equilibrium geometry, from the Open Molecules 2025 dataset.

The relative energy (zero: lowest compared OMol25 entry of this formula, charge and spin) is 34.3 kJ/mol. The value obtained for the LUMO energy is -10.69 eV. The calculation puts the HOMO-LUMO gap at 5.82 eV.

Geometry as ORCA input:
```
! RIJCOSX wB97M-V def2-TZVPD def2/J DEFGRID3
* xyz 3 1
Mo 0.763 -0.036 0.201
C 1.492 -2.147 -3.451
C 2.442 -2.206 -2.245
C 1.861 -2.819 -0.968
N 1.278 -1.816 -0.122
C 0.538 -2.078 1.005
C -0.734 -2.867 0.934
C -0.580 -4.077 1.818
C -0.387 -3.977 3.137
C -0.277 -2.755 3.887
C 0.267 -1.586 3.476
C 0.862 -1.345 2.186
N 1.661 -0.289 1.898
C 2.526 0.391 2.813
C 2.542 1.869 2.428
C 2.849 2.049 0.941
N 1.734 1.669 0.061
C 1.363 2.538 -0.929
C 1.509 3.927 -0.817
C 1.258 4.932 -1.736
C 0.877 4.820 -3.068
C 0.457 3.675 -3.731
C 0.304 2.385 -3.242
C 0.672 1.845 -2.002
N 0.418 0.568 -1.615
C -0.174 -0.371 -2.557
C 0.796 -0.805 -3.676
H 0.754 -2.950 -3.384
H 2.083 -2.338 -4.349
H 2.824 -1.201 -2.001
H 3.298 -2.821 -2.520
H 2.670 -3.291 -0.389
H 1.129 -3.606 -1.198
H -0.960 -3.164 -0.101
H -0.632 -5.042 1.334
H -0.351 -4.893 3.714
H -0.617 -2.817 4.914
H 0.333 -0.775 4.190
H 3.534 -0.036 2.706
H 2.227 0.262 3.857
H 3.318 2.372 3.006
H 1.579 2.329 2.678
H 3.692 1.399 0.668
H 3.171 3.075 0.755
H 1.824 4.283 0.157
H 1.409 5.943 -1.374
H 0.852 5.740 -3.639
H 0.140 3.825 -4.756
H -0.170 1.708 -3.939
H -1.080 0.074 -2.986
H -0.489 -1.254 -1.988
H 1.560 -0.039 -3.816
H 0.233 -0.888 -4.605
Br -7.528 1.782 1.713
C -5.847 0.976 1.537
C -4.758 1.738 1.076
C -3.532 1.149 0.929
C -3.346 -0.221 1.243
C -4.444 -0.973 1.721
C -5.675 -0.382 1.853
C -2.070 -0.812 1.004
O -1.869 -2.055 1.387
O -1.159 -0.131 0.399
H -4.902 2.783 0.852
H -2.687 1.730 0.575
H -4.310 -2.018 1.953
H -6.521 -0.958 2.197
*
```


The following is a quantum chemistry calculation of a molecular structure, C29H30CdF4N6O7SSe, from the Open Molecules 2025 dataset.

The relative energy (zero: lowest compared OMol25 entry of this formula, charge and spin) is 0.0 kJ/mol. The value obtained for the LUMO energy is 4.00 eV. The calculation puts the HOMO-LUMO gap at 6.13 eV.

Geometry as ORCA input:
```
! RIJCOSX wB97M-V def2-TZVPD def2/J DEFGRID3
* xyz -2 1
Cd 0.264 -0.059 -1.063
C 2.393 -0.792 3.352
N 1.043 -0.793 2.840
C 0.132 -0.054 3.682
C 0.562 -2.132 2.508
C 0.416 -2.350 1.004
N -0.609 -1.493 0.430
C -1.896 -1.809 0.498
C -2.858 -0.901 -0.048
F -2.406 0.261 -0.568
C -4.206 -1.127 -0.054
F -5.018 -0.201 -0.613
C -4.778 -2.264 0.502
C -3.886 -3.144 1.077
F -4.365 -4.269 1.666
C -2.522 -2.947 1.089
F -1.786 -3.899 1.731
H 2.489 -1.348 4.305
H 2.726 0.234 3.524
H 3.070 -1.240 2.623
H -0.004 -0.517 4.679
H -0.841 0.019 3.195
H 0.508 0.959 3.834
H -0.413 -2.300 2.977
H 1.240 -2.891 2.928
H 0.242 -3.414 0.821
H 1.367 -2.102 0.524
H -5.841 -2.444 0.483
O 4.522 0.666 -0.956
C 3.393 0.568 -0.471
O 2.485 -0.238 -0.841
C 3.095 1.454 0.744
C 4.171 1.765 1.524
C 4.035 2.561 2.673
C 2.822 3.108 3.008
C 1.719 2.830 2.215
C 1.770 1.950 1.060
O 0.759 1.701 0.356
N 0.494 3.498 2.624
O -0.561 3.234 2.073
O 0.564 4.331 3.528
N 5.185 2.845 3.502
O 5.038 3.563 4.486
O 6.255 2.337 3.206
H 5.138 1.392 1.221
H 2.719 3.745 3.869
C 0.488 2.182 -8.085
C 0.315 1.267 -6.901
C 1.406 0.819 -6.171
C 1.267 -0.024 -5.071
C 2.494 -0.463 -4.327
C -0.015 -0.431 -4.676
Se -0.267 -1.593 -3.172
C -1.130 0.010 -5.408
C -2.527 -0.365 -5.000
C -0.948 0.845 -6.505
H 1.524 2.515 -8.171
H -0.144 3.069 -7.997
H 0.221 1.687 -9.024
H 2.404 1.140 -6.456
H 3.388 -0.006 -4.754
H 2.597 -1.550 -4.363
H 2.450 -0.210 -3.266
H -2.720 -0.058 -3.970
H -2.670 -1.447 -5.022
H -3.257 0.108 -5.660
H -1.823 1.192 -7.048
S -0.483 2.153 -2.841
C -0.369 3.628 -2.069
N -0.484 3.873 -0.765
C -0.208 5.258 -0.433
C 0.344 5.808 -1.759
N -0.151 4.823 -2.716
H -0.413 3.105 -0.096
H 0.513 5.332 0.381
H -1.121 5.778 -0.130
H 1.439 5.839 -1.748
H -0.034 6.807 -1.979
H 0.265 4.736 -3.628
*
```